Record 1
{
  "formula": "C22H28N",
  "method": "ωB97M-V/def2-TZVPD",
  "symbols": ["C", "N", "C", "C", "C", "C", "C", "C", "C", "C", "C", "C", "C", "C", "H", "H", "H", "H", "H", "H", "H", "H", "H", "H", "H", "H", "H", "H", "H", "H", "H", "C", "C", "C", "C", "C", "C", "C", "C", "C", "H", "H", "H", "H", "H", "H", "H", "H", "H", "H", "H"],
  "positions_angstrom": [[0.36, -2.16, -0.39], [-0.86, -1.38, -0.24], [-0.86, -0.27, 0.53], [0.37, 0.33, 0.99], [0.41, 0.47, 2.52], [-0.94, 0.83, 3.20], [-2.07, 1.12, 2.22], [-2.20, 0.09, 1.11], [-2.08, -2.04, -0.66], [-2.50, -3.25, -0.08], [-3.73, -3.81, -0.44], [-4.49, -3.25, -1.47], [-4.02, -2.09, -2.11], [-2.84, -1.48, -1.69], [0.18, -3.02, -1.04], [1.14, -1.54, -0.88], [0.72, -2.53, 0.61], [1.33, -0.16, 0.61], [0.75, -0.52, 2.89], [1.18, 1.16, 2.90], [-1.16, -0.01, 3.90], [-0.84, 1.72, 3.84], [-3.03, 1.27, 2.71], [-1.88, 2.11, 1.77], [-2.88, 0.48, 0.34], [-2.68, -0.83, 1.50], [-1.88, -3.70, 0.70], [-4.09, -4.69, 0.08], [-5.41, -3.73, -1.81], [-4.58, -1.65, -2.93], [-2.46, -0.56, -2.14], [1.41, 2.90, 0.93], [1.31, 1.77, -0.14], [0.12, 1.95, -1.03], [2.59, 1.42, -0.78], [2.67, 0.92, -2.10], [3.89, 0.62, -2.69], [5.09, 0.81, -1.98], [5.01, 1.11, -0.59], [3.77, 1.43, -0.03], [2.16, 2.64, 1.68], [1.72, 3.88, 0.47], [0.44, 3.05, 1.40], [0.11, 1.14, -1.77], [-0.82, 1.92, -0.46], [0.16, 2.88, -1.58], [1.77, 0.80, -2.69], [3.93, 0.34, -3.73], [6.05, 0.61, -2.44], [5.92, 1.19, -0.03], [3.72, 1.69, 1.01]],
  "nbo_charge": [-0.42, -0.36, 0.52, -0.39, -0.42, -0.41, -0.40, -0.51, 0.10, -0.18, -0.20, -0.19, -0.19, -0.22, 0.24, 0.23, 0.22, 0.27, 0.22, 0.23, 0.22, 0.23, 0.24, 0.20, 0.27, 0.26, 0.22, 0.23, 0.24, 0.23, 0.23, -0.66, 0.22, -0.66, -0.08, -0.21, -0.20, -0.16, -0.20, -0.19, 0.22, 0.25, 0.22, 0.21, 0.21, 0.23, 0.21, 0.23, 0.23, 0.23, 0.21],
  "total_energy_ev": -24750.397,
  "e_above_lowest_kj_mol": 192.0,
  "e_homo_ev": -11.578,
  "homo_lumo_gap_ev": 7.43,
  "multiplicity": 1,
  "total_charge": 1
}

=====

Record 2
{
  "formula": "C22H28N10O3Zn",
  "method": "ωB97M-V/def2-TZVPD",
  "symbols": ["Zn", "O", "C", "C", "C", "C", "C", "C", "C", "N", "N", "C", "O", "C", "C", "C", "C", "C", "C", "H", "H", "H", "H", "H", "H", "H", "H", "H", "H", "C", "N", "C", "C", "N", "N", "C", "N", "N", "H", "H", "H", "H", "H", "H", "H", "H", "H", "H", "H", "C", "N", "C", "C", "O", "N", "C", "N", "H", "H", "H", "H", "H", "H", "H"],
  "positions_angstrom": [[0.41, -0.78, -0.84], [0.77, -2.76, -0.70], [1.45, -3.39, 0.20], [1.86, -4.73, -0.05], [2.60, -5.45, 0.86], [2.95, -4.90, 2.10], [2.56, -3.61, 2.38], [1.82, -2.84, 1.47], [1.57, -1.45, 1.84], [1.02, -0.57, 1.09], [0.93, 0.72, 1.61], [0.69, 1.59, 0.64], [0.57, 1.33, -0.61], [0.59, 3.03, 1.06], [0.40, 4.00, 0.08], [0.35, 5.35, 0.41], [0.48, 5.74, 1.74], [0.65, 4.78, 2.73], [0.70, 3.43, 2.39], [1.59, -5.15, -1.01], [2.93, -6.45, 0.61], [3.54, -5.47, 2.82], [2.83, -3.15, 3.33], [1.91, -1.12, 2.82], [0.31, 3.68, -0.95], [0.21, 6.09, -0.36], [0.46, 6.79, 2.00], [0.73, 5.08, 3.77], [0.86, 2.67, 3.14], [1.72, -1.26, -5.48], [0.49, -0.59, -5.11], [-0.59, -0.68, -6.10], [0.25, -0.39, -3.78], [1.02, -0.78, -2.83], [-0.88, 0.39, -3.51], [-1.65, 0.38, -2.34], [-2.58, 1.37, -2.27], [-1.53, -0.57, -1.48], [1.85, -1.16, -6.56], [1.69, -2.33, -5.24], [2.57, -0.80, -4.99], [-0.39, -0.02, -6.94], [-1.55, -0.41, -5.66], [-0.68, -1.70, -6.47], [1.75, -1.43, -3.12], [-1.08, 1.12, -4.16], [-2.41, 2.20, -2.81], [-2.90, 1.56, -1.32], [-2.16, -0.46, -0.69], [-1.87, 0.16, 4.84], [-2.09, 0.35, 3.42], [-2.50, 1.61, 2.82], [-2.63, 1.19, 1.35], [-2.99, 1.93, 0.45], [-2.26, -0.12, 1.23], [-1.93, -0.55, 2.44], [-1.53, -1.81, 2.67], [-2.60, 0.74, 5.40], [-0.87, 0.46, 5.15], [-2.02, -0.89, 5.10], [-1.73, 2.38, 2.90], [-3.44, 1.98, 3.22], [-1.26, -2.32, 1.83], [-0.95, -2.00, 3.47]],
  "nbo_charge": [1.69, -0.87, 0.39, -0.26, -0.19, -0.30, -0.15, -0.26, 0.11, -0.47, -0.49, 0.55, -0.84, -0.04, -0.19, -0.22, -0.21, -0.23, -0.21, 0.21, 0.21, 0.21, 0.20, 0.18, 0.23, 0.21, 0.21, 0.21, 0.23, -0.42, -0.43, -0.41, 0.64, -0.86, -0.64, 0.66, -0.83, -0.94, 0.21, 0.20, 0.22, 0.20, 0.22, 0.20, 0.38, 0.40, 0.38, 0.45, 0.41, -0.41, -0.40, -0.33, 0.68, -0.65, -0.66, 0.67, -0.78, 0.21, 0.21, 0.21, 0.25, 0.22, 0.43, 0.40],
  "total_energy_ev": -92733.674,
  "e_above_lowest_kj_mol": 0.0,
  "e_homo_ev": -6.847,
  "homo_lumo_gap_ev": 7.20,
  "multiplicity": 1
}

=====

Record 3
{
  "formula": "C22H28N2O3",
  "method": "ωB97M-V/def2-TZVPD",
  "symbols": ["C", "C", "C", "H", "H", "O", "C", "C", "C", "C", "C", "C", "O", "C", "C", "H", "H", "H", "H", "H", "H", "C", "N", "C", "C", "C", "C", "C", "C", "H", "H", "N", "C", "O", "C", "C", "C", "H", "H", "H", "H", "H", "H", "H", "H", "H", "H", "H", "H", "H", "H", "H", "H", "H", "H"],
  "positions_angstrom": [[6.48, 2.32, -1.28], [5.40, 1.71, -0.82], [4.60, 2.17, 0.35], [3.67, 2.64, 0.00], [5.16, 2.90, 0.94], [4.31, 1.13, 1.27], [3.62, 0.03, 0.87], [3.99, -1.17, 1.48], [3.34, -2.36, 1.22], [2.31, -2.39, 0.29], [1.93, -1.21, -0.33], [2.54, 0.01, -0.04], [2.15, 1.20, -0.60], [0.97, 1.27, -1.38], [-0.29, 1.21, -0.53], [-0.31, 2.03, 0.18], [-1.17, 1.27, -1.18], [-0.35, 0.27, 0.02], [1.04, 2.25, -1.87], [0.96, 0.50, -2.16], [1.13, -1.23, -1.05], [1.61, -3.71, 0.00], [0.43, -3.62, -0.82], [-0.65, -2.84, -0.47], [-0.92, -2.48, 0.86], [-2.02, -1.71, 1.17], [-2.88, -1.26, 0.17], [-2.64, -1.64, -1.14], [-1.55, -2.41, -1.45], [-1.37, -2.69, -2.48], [-3.31, -1.30, -1.92], [-3.96, -0.44, 0.55], [-4.74, 0.34, -0.24], [-4.68, 0.39, -1.45], [-5.72, 1.18, 0.57], [-5.01, 2.28, 1.36], [-4.25, 3.24, 0.45], [-3.49, 2.70, -0.12], [-4.93, 3.71, -0.26], [-3.76, 4.01, 1.03], [-4.31, 1.84, 2.08], [-5.76, 2.84, 1.93], [-6.42, 1.64, -0.14], [-6.28, 0.54, 1.25], [-4.08, -0.35, 1.55], [-2.20, -1.44, 2.20], [-0.25, -2.79, 1.65], [0.61, -3.62, -1.82], [2.31, -4.38, -0.51], [1.35, -4.18, 0.95], [3.65, -3.26, 1.72], [4.81, -1.12, 2.18], [5.04, 0.80, -1.29], [7.02, 1.96, -2.14], [6.86, 3.22, -0.82]],
  "nbo_charge": [-0.39, -0.20, -0.11, 0.21, 0.19, -0.50, 0.24, -0.23, -0.22, -0.05, -0.25, 0.24, -0.51, -0.06, -0.65, 0.21, 0.22, 0.22, 0.19, 0.17, 0.22, -0.23, -0.60, 0.15, -0.23, -0.22, 0.10, -0.22, -0.25, 0.21, 0.26, -0.60, 0.68, -0.62, -0.50, -0.38, -0.61, 0.21, 0.21, 0.21, 0.19, 0.21, 0.23, 0.22, 0.39, 0.20, 0.21, 0.38, 0.22, 0.20, 0.21, 0.23, 0.20, 0.20, 0.19],
  "total_energy_ev": -32390.630,
  "e_above_lowest_kj_mol": 291.4,
  "e_homo_ev": -7.523,
  "homo_lumo_gap_ev": 8.28,
  "multiplicity": 1,
  "smiles": "C=CCOc1ccc(CNc2ccc(NC(=O)CCC)cc2)cc1OCC"
}

=====

Record 4
{
  "formula": "C22H28N2O4",
  "method": "ωB97M-V/def2-TZVPD",
  "symbols": ["C", "H", "O", "C", "C", "H", "H", "O", "C", "O", "C", "C", "N", "C", "C", "C", "O", "C", "C", "C", "H", "H", "H", "H", "H", "H", "C", "C", "C", "C", "C", "C", "C", "H", "H", "N", "C", "H", "H", "H", "C", "H", "H", "H", "H", "H", "H", "H", "C", "H", "H", "H", "H", "H", "H", "H"],
  "positions_angstrom": [[6.40, 1.90, -1.37], [7.42, 2.23, -1.53], [6.48, 0.76, -0.55], [5.27, 0.05, -0.42], [4.25, 0.75, 0.49], [3.87, 1.66, 0.01], [4.72, 1.01, 1.45], [3.17, -0.11, 0.80], [2.21, -0.20, -0.16], [2.28, 0.40, -1.20], [1.09, -1.08, 0.19], [1.05, -1.90, 1.27], [-0.04, -2.74, 1.43], [-0.97, -2.95, 0.45], [-0.98, -2.18, -0.66], [-1.88, -2.45, -1.78], [-1.85, -1.82, -2.82], [-2.83, -3.63, -1.60], [-3.20, -3.85, -0.14], [-1.93, -4.08, 0.67], [-2.16, -4.17, 1.73], [-1.46, -5.02, 0.35], [-3.87, -4.70, -0.04], [-3.71, -2.96, 0.24], [-3.72, -3.44, -2.21], [-2.33, -4.51, -2.00], [-0.08, -0.98, -0.77], [-0.86, 0.28, -0.47], [-1.48, 0.45, 0.76], [-2.21, 1.59, 1.04], [-2.34, 2.62, 0.10], [-1.72, 2.43, -1.14], [-1.00, 1.28, -1.41], [-0.53, 1.17, -2.38], [-1.79, 3.18, -1.91], [-3.02, 3.79, 0.39], [-3.87, 3.83, 1.56], [-4.34, 4.81, 1.63], [-3.26, 3.70, 2.47], [-4.65, 3.06, 1.55], [-3.34, 4.70, -0.68], [-2.43, 5.08, -1.13], [-3.96, 4.23, -1.46], [-3.89, 5.55, -0.27], [-2.67, 1.68, 2.01], [-1.40, -0.31, 1.52], [0.30, -0.90, -1.79], [-0.04, -3.35, 2.23], [2.09, -2.02, 2.33], [3.06, -2.25, 1.89], [2.19, -1.08, 2.86], [1.83, -2.81, 3.04], [5.54, -0.91, 0.03], [4.81, -0.13, -1.40], [5.83, 2.71, -0.88], [5.93, 1.67, -2.33]],
  "nbo_charge": [-0.25, 0.19, -0.53, -0.09, -0.10, 0.20, 0.19, -0.53, 0.77, -0.61, -0.16, 0.26, -0.58, 0.27, -0.19, 0.57, -0.56, -0.50, -0.39, -0.43, 0.21, 0.22, 0.21, 0.21, 0.24, 0.22, -0.28, -0.08, -0.13, -0.33, 0.26, -0.30, -0.15, 0.22, 0.21, -0.44, -0.40, 0.20, 0.20, 0.18, -0.40, 0.20, 0.18, 0.20, 0.21, 0.19, 0.26, 0.40, -0.65, 0.25, 0.25, 0.20, 0.18, 0.18, 0.16, 0.17],
  "total_energy_ev": -34438.580,
  "e_above_lowest_kj_mol": 220.6,
  "e_homo_ev": -7.238,
  "homo_lumo_gap_ev": 7.75,
  "multiplicity": 1,
  "smiles": "COCCOC(=O)C1=C(C)NC2=C(C(=O)CCC2)[C@H]1c1ccc(N(C)C)cc1"
}